w) The following is a DFT calculation (ωB97M-V/def2-TZVPD) of 17 unconnected molecules or ions with the total composition C68H187N17O17.

XYZ file:
```
289
Properties=species:S:1:pos:R:3:mulliken_charge:R:1
C -19.2304 -26.8875 14.5007 -1.18
C -18.1929 -25.6941 14.3816 3.07
C -17.8569 -24.8974 15.6675 -1.29
O -18.9660 -24.1490 16.1258 0.12
C -18.7879 -23.3530 17.2781 -0.79
N -16.9202 -26.1998 13.9430 -0.74
H -18.9015 -27.6158 15.2420 0.47
H -19.3602 -27.3887 13.5415 0.16
H -20.1920 -26.4621 14.7880 -0.12
H -18.5318 -24.8855 13.7340 -1.66
H -16.9584 -24.2852 15.5886 0.44
H -17.6838 -25.5880 16.4928 0.42
H -17.8553 -22.7915 17.2237 0.38
H -18.7144 -24.0105 18.1443 0.27
H -19.6586 -22.6977 17.3005 0.09
H -17.0263 -26.4335 12.9662 0.10
H -16.2323 -25.4656 13.8544 0.44
C -20.5970 -26.7100 1.5990 -1.85
C -21.7892 -26.8400 2.5339 1.69
C -22.9608 -26.2094 1.7816 -0.03
O -22.6362 -24.8758 1.5423 -0.31
C -23.6859 -24.2346 0.7871 -0.78
N -22.1435 -28.2213 2.8330 -0.32
H -20.2147 -25.6904 1.5514 0.30
H -20.8397 -27.1970 0.6545 0.41
H -19.8156 -27.3587 1.9949 0.49
H -21.5774 -26.3219 3.4692 -0.73
H -23.8793 -26.2683 2.3655 -0.29
H -23.0740 -26.8023 0.8740 0.39
H -23.8505 -24.6252 -0.2171 0.31
H -23.3656 -23.2192 0.5538 0.27
H -24.5894 -24.2302 1.3968 0.29
H -22.5561 -28.6870 2.0374 0.26
H -22.8387 -28.2754 3.5637 0.13
C -25.9335 -19.7787 6.6339 -0.99
C -26.5983 -20.5411 5.4326 0.08
C -25.5946 -21.2797 4.5458 0.26
O -24.6878 -20.2931 3.9746 -0.39
C -23.7028 -20.7782 3.0926 -0.59
N -27.4750 -21.5480 5.9347 -0.94
H -25.2240 -20.4261 7.1492 -0.06
H -26.6630 -19.3460 7.3186 0.52
H -25.2969 -18.9920 6.2291 0.29
H -27.2185 -19.8817 4.8255 0.49
H -26.1647 -21.7246 3.7302 0.56
H -25.2101 -22.0554 5.2080 -0.61
H -23.1400 -21.4437 3.7472 0.15
H -23.0698 -20.0161 2.6380 0.29
H -24.2124 -21.3302 2.3029 0.27
H -26.9019 -22.2776 6.3338 0.59
H -27.9901 -21.1337 6.6984 0.30
C -28.2820 -20.6942 19.5984 -1.41
C -27.7594 -19.7562 18.4861 0.18
C -26.6660 -20.4872 17.6592 -0.33
O -25.6737 -21.0300 18.5103 -0.43
C -24.5836 -21.4662 17.7514 0.27
N -28.8944 -19.2781 17.7311 -0.72
H -29.1918 -20.2961 20.0478 0.47
H -27.5426 -20.8578 20.3823 0.28
H -28.6401 -21.6271 19.1631 0.32
H -27.3085 -18.8971 18.9828 0.26
H -26.1747 -19.8086 16.9618 0.19
H -27.2377 -21.2621 17.1486 0.22
H -23.9402 -20.6269 17.4878 -0.10
H -24.8649 -22.2276 17.0239 -0.23
H -23.9483 -22.0153 18.4464 0.35
H -29.1581 -20.1476 17.2901 0.32
H -29.6866 -19.1220 18.3379 0.29
C -19.0986 -15.0253 16.0441 -1.48
C -20.4112 -14.7400 15.3506 -0.03
C -20.9083 -16.0005 14.5218 0.61
O -20.1479 -16.1675 13.3452 -0.48
C -20.5620 -17.2384 12.4696 -0.31
N -21.3064 -14.1735 16.3386 -0.58
H -18.3203 -15.2767 15.3236 0.34
H -19.2051 -15.8519 16.7466 0.27
H -18.7816 -14.1216 16.5645 0.48
H -20.2873 -14.0141 14.5469 0.42
H -21.9407 -15.8164 14.2246 0.33
H -20.8448 -16.8629 15.1855 -0.66
H -20.1582 -18.1597 12.8892 0.11
H -20.0905 -16.9827 11.5207 0.27
H -21.6218 -17.4189 12.2902 0.18
H -22.0750 -13.7104 15.8750 0.23
H -20.8530 -13.4721 16.9065 0.20
C -21.0308 -20.3566 10.7167 -0.61
C -22.0958 -19.6002 9.8966 0.25
C -21.5153 -19.1759 8.5155 -0.14
O -22.5244 -18.5200 7.6986 -0.44
C -22.0660 -18.5115 6.3743 -0.67
N -23.2265 -20.5014 9.6278 0.25
H -20.2266 -19.6747 10.9932 1.00
H -20.5635 -21.1689 10.1600 -0.64
H -21.6140 -20.6532 11.5884 -0.10
H -22.4780 -18.7692 10.4894 0.52
H -21.1997 -20.1292 8.0916 -0.27
H -20.6351 -18.5331 8.5004 0.74
H -21.1480 -17.9832 6.1172 0.38
H -22.8079 -18.1436 5.6656 0.29
H -21.8990 -19.5459 6.0737 0.13
H -23.6972 -20.0718 8.8442 0.37
H -22.8665 -21.3101 9.1416 -0.84
C -23.0958 -23.9902 6.1960 -1.71
C -23.3163 -22.8713 7.2022 2.24
C -24.5712 -23.1952 8.0368 -0.45
O -25.7417 -23.4386 7.2289 0.08
C -26.4558 -24.6531 7.5269 -0.57
N -22.1582 -22.8557 8.0819 1.33
H -22.2596 -23.8860 5.5046 0.47
H -23.9436 -24.0844 5.5174 0.61
H -22.9741 -24.9809 6.6341 -0.42
H -23.5334 -21.9259 6.7051 0.16
H -24.7737 -22.4496 8.8057 0.32
H -24.3179 -24.0265 8.6948 -0.39
H -27.3539 -24.6939 6.9106 0.38
H -26.8176 -24.6714 8.5549 0.43
H -25.8417 -25.5536 7.5294 -0.27
H -21.3600 -22.6153 7.5117 -0.59
H -21.9837 -23.7799 8.4501 -1.49
C -21.4721 -23.5605 13.2480 -0.23
C -21.5886 -23.6232 11.7840 3.17
C -21.6550 -25.1391 11.3510 -1.39
O -21.7107 -25.2352 9.9442 0.69
C -21.8290 -26.5825 9.5362 0.52
N -22.8254 -22.9534 11.3249 0.84
H -22.3184 -24.0126 13.7652 -1.05
H -21.3549 -22.5157 13.5356 0.13
H -20.5838 -24.0344 13.6656 -0.20
H -20.7042 -23.3007 11.2344 -0.58
H -22.4933 -25.6568 11.8173 0.45
H -20.7140 -25.6064 11.6410 -0.22
H -21.7863 -26.5572 8.4473 -0.18
H -22.7924 -27.0227 9.7936 -0.34
H -20.9132 -27.0991 9.8234 -0.49
H -22.6032 -21.9713 11.2470 -1.10
H -22.9349 -23.0994 10.3315 -0.46
C -16.9785 -22.3180 13.0640 -1.14
C -17.6411 -20.9765 13.2681 2.23
C -18.1288 -20.8633 14.7160 -0.35
O -18.5344 -19.5080 14.8151 -0.25
C -19.1837 -19.2942 16.0676 -0.24
N -16.6523 -19.9632 12.8288 -0.93
H -16.3544 -22.4206 12.1763 0.52
H -17.6976 -23.1363 13.0256 -0.22
H -16.2894 -22.4624 13.8961 0.32
H -18.4978 -20.8338 12.6095 -0.97
H -17.4073 -21.0814 15.5033 0.32
H -18.9784 -21.5108 14.9328 -0.13
H -18.4970 -19.0912 16.8894 0.34
H -19.8244 -20.1217 16.3724 0.13
H -19.8983 -18.4723 16.0236 -0.24
H -16.4388 -20.0344 11.8442 0.28
H -17.0692 -19.0484 12.9267 0.31
C -23.9527 -16.4644 18.8122 -1.68
C -23.1383 -17.3602 17.8902 0.61
C -23.6339 -17.6272 16.4611 -0.67
O -22.6894 -18.5432 15.8281 0.02
C -23.2554 -19.0526 14.5981 -0.59
N -21.8353 -16.7842 17.8864 -0.65
H -24.2859 -15.5819 18.2660 0.34
H -23.3961 -16.1523 19.6958 0.39
H -24.8126 -17.0108 19.1996 0.38
H -23.1263 -18.3722 18.2950 0.20
H -23.7192 -16.7441 15.8278 0.45
H -24.6426 -18.0368 16.5148 0.31
H -24.2219 -19.5478 14.6915 0.17
H -22.5715 -19.8058 14.2069 0.08
H -23.3225 -18.2561 13.8571 0.28
H -21.4003 -17.3837 17.1998 0.07
H -21.8614 -15.8962 17.4058 0.47
C -23.2066 -29.9320 12.0364 -1.42
C -24.3728 -29.1864 12.7963 1.39
C -25.5438 -28.6184 11.9712 -1.44
O -24.9524 -27.7532 10.9852 0.78
C -25.8727 -26.8212 10.5249 -1.05
N -24.9282 -30.2088 13.6400 -0.71
H -22.6569 -30.3870 12.8603 0.55
H -22.6272 -29.1806 11.4999 -0.12
H -23.5939 -30.7241 11.3956 0.32
H -23.9311 -28.3955 13.4026 -0.35
H -26.2186 -28.1493 12.6872 0.75
H -26.0950 -29.4027 11.4524 0.29
H -25.4650 -26.2552 9.6873 -0.24
H -26.3034 -26.0741 11.1915 0.38
H -26.6943 -27.3773 10.0734 0.45
H -25.2576 -30.8707 12.9520 0.35
H -25.8375 -29.9165 13.9684 0.32
C -18.0847 -25.4380 10.3294 -0.43
C -18.1294 -26.9406 10.4677 0.67
C -18.0201 -27.7846 9.1276 -0.31
O -18.2873 -29.1772 9.3864 -0.25
C -17.0445 -29.9122 9.2881 -0.98
N -16.9979 -27.3073 11.3651 -0.42
H -18.9888 -24.9934 9.9135 -0.32
H -17.2710 -25.2699 9.6238 0.71
H -17.8691 -24.8647 11.2310 -0.14
H -18.9988 -27.2967 11.0204 -0.27
H -17.0902 -27.4910 8.6404 0.52
H -18.8222 -27.3802 8.5102 -0.26
H -17.2409 -30.9824 9.3536 0.33
H -16.2347 -29.5152 9.9003 0.31
H -16.6333 -29.7434 8.2929 0.30
H -16.1650 -27.0104 10.8770 0.31
H -16.8420 -28.2994 11.2576 0.12
C -25.6721 -22.0826 14.1195 -0.74
C -26.2352 -22.7601 12.8566 0.21
C -26.3576 -21.7118 11.7198 -0.59
O -27.2660 -20.6607 12.0163 -0.46
C -27.2219 -19.5910 11.1186 -0.45
N -25.3407 -23.8636 12.5268 2.08
H -24.6448 -21.7411 13.9924 -0.21
H -25.8033 -22.8373 14.8950 -0.41
H -26.3308 -21.2463 14.3534 0.87
H -27.1883 -23.2840 12.9283 0.71
H -26.6890 -22.1322 10.7703 0.50
H -25.3533 -21.3326 11.5312 0.04
H -27.0980 -19.9415 10.0940 0.08
H -26.2932 -19.0574 11.3207 0.22
H -28.1488 -19.0187 11.1578 0.30
H -24.3496 -23.6868 12.4462 -1.29
H -25.6218 -23.9844 11.5642 -0.70
C -25.7253 -27.1408 16.3073 -1.41
C -25.7660 -25.7922 15.5570 0.28
C -24.2570 -25.3663 15.4164 0.92
O -23.7686 -24.9996 16.6820 -0.50
C -22.4484 -24.5725 16.7208 -0.52
N -26.3308 -26.0631 14.2087 -0.76
H -26.6857 -27.5877 16.5644 0.38
H -25.2348 -27.1807 17.2799 0.31
H -25.1210 -27.8883 15.7933 0.22
H -26.2920 -25.0245 16.1246 0.48
H -24.1226 -24.5083 14.7577 -0.93
H -23.7591 -26.2332 14.9820 0.33
H -22.1157 -24.4289 17.7488 0.52
H -22.2594 -23.6766 16.1294 0.12
H -21.7499 -25.2146 16.1841 0.15
H -25.7907 -26.7232 13.6677 -0.03
H -26.0276 -25.2169 13.7481 0.15
C -18.2811 -22.5169 8.6287 -1.57
C -18.5693 -22.8990 7.1215 -0.09
C -18.8831 -24.3802 6.9040 0.09
O -18.8655 -24.6238 5.4913 -0.52
C -19.2932 -25.8704 5.0981 -0.18
N -19.6858 -22.0722 6.6492 -0.75
H -17.4983 -23.1441 9.0554 0.44
H -19.1912 -22.6760 9.2070 0.06
H -17.9681 -21.4846 8.7852 0.63
H -17.6998 -22.6155 6.5284 0.55
H -19.8294 -24.6046 7.3963 -0.27
H -18.1685 -25.0030 7.4423 0.47
H -20.3483 -25.9661 5.3546 -0.12
H -18.6941 -26.6615 5.5490 0.27
H -19.3732 -26.0390 4.0242 0.25
H -19.6794 -22.1723 5.6442 0.24
H -19.2673 -21.1680 6.8150 0.27
C -18.6585 -30.2750 5.4556 -1.31
C -20.0844 -30.4002 5.9427 0.15
C -20.4925 -29.2125 6.8016 0.28
O -21.8745 -29.2570 7.0800 -0.06
C -22.3378 -30.1823 8.1697 -0.75
N -20.9325 -30.4892 4.8398 -0.68
H -18.2750 -31.0713 4.8177 0.40
H -18.0047 -30.2126 6.3256 0.16
H -18.5488 -29.3668 4.8632 0.19
H -20.2429 -31.2830 6.5621 0.55
H -20.3825 -28.2795 6.2488 -0.04
H -19.9392 -29.0165 7.7200 -0.33
H -21.9948 -29.8311 9.1429 0.16
H -22.0108 -31.1792 7.8741 0.43
H -23.4226 -30.2780 8.2168 0.00
H -21.8898 -30.5537 5.1551 0.39
H -20.8542 -29.5836 4.3995 0.12
C -25.9948 -27.7098 4.6325 -1.65
C -25.0827 -27.9025 5.8423 2.09
C -25.6897 -28.4776 7.1565 -0.31
O -26.1536 -29.8466 7.1043 -0.49
C -26.7018 -30.2478 8.3370 -0.34
N -23.9452 -28.7018 5.4775 -0.20
H -25.4636 -27.2436 3.8027 0.02
H -26.8831 -27.1322 4.8882 0.38
H -26.3653 -28.6916 4.3374 0.44
H -24.7008 -26.9010 6.0402 -1.34
H -26.5608 -27.9017 7.4692 0.73
H -24.9261 -28.3237 7.9189 0.00
H -26.9418 -31.2960 8.5155 0.38
H -27.6416 -29.7159 8.4849 0.37
H -26.0614 -29.9944 9.1819 -0.22
H -24.1493 -29.6906 5.5008 0.44
H -23.2128 -28.6508 6.1712 -0.18
```

## Properties
LUMO level: 0.244 eV


x) The following is a DFT calculation (ωB97M-V/def2-TZVPD) of 17 unconnected molecules or ions with the total composition C68H187N17O17.

XYZ file:
```
289
Properties=species:S:1:pos:R:3:mulliken_charge:R:1
C -2.0563 3.8466 4.9610 -0.92
C -1.4133 2.9266 6.0024 0.77
C 0.0945 2.7121 5.9062 -1.27
O 0.3030 1.8576 4.8292 0.38
C 1.6623 1.8542 4.4391 -1.03
N -1.6741 3.3023 7.3637 -0.82
H -1.7267 3.4444 4.0031 -0.20
H -1.7142 4.8792 5.0305 0.19
H -3.1395 3.8176 4.8429 0.47
H -1.9075 1.9617 5.8894 0.25
H 0.5606 2.4373 6.8524 0.47
H 0.5408 3.6788 5.6726 0.32
H 2.2681 1.3963 5.2210 0.48
H 2.0816 2.8406 4.2409 0.25
H 1.8494 1.1719 3.6099 -0.04
H -2.6548 3.0992 7.4943 0.34
H -1.2803 2.6163 7.9917 0.32
C -0.2878 0.9523 -5.3410 -0.91
C -0.6219 0.8534 -3.8280 0.79
C -2.1586 0.5518 -3.5777 -2.29
O -2.5222 0.7458 -2.2603 0.76
C -3.9047 1.0976 -2.0489 0.26
N 0.1738 -0.2178 -3.3256 2.57
H -0.7651 1.7542 -5.9043 0.15
H -0.7275 0.0708 -5.8076 0.53
H 0.7701 0.9793 -5.6024 -0.53
H -0.2808 1.7976 -3.4033 0.18
H -2.4550 -0.4330 -3.9389 0.74
H -2.7175 1.1833 -4.2683 0.38
H -4.1318 2.1138 -2.3711 0.21
H -4.2023 1.1023 -1.0003 -0.48
H -4.5476 0.3437 -2.5033 -0.19
H -0.2743 -1.0762 -3.6127 -0.27
H 1.0514 -0.3484 -3.8081 -1.37
C 4.6636 4.9608 1.6105 -1.40
C 4.3240 4.2782 2.9652 1.28
C 4.9303 2.8140 3.1731 -1.20
O 4.2926 1.9123 2.2694 0.34
C 4.7945 0.5693 2.3448 -1.24
N 4.8726 5.2148 3.9982 -0.84
H 3.8877 4.5541 0.9619 0.03
H 5.6852 4.7463 1.2967 0.33
H 4.5313 6.0408 1.6742 0.54
H 3.2376 4.2985 3.0515 -0.44
H 4.7199 2.4962 4.1943 0.44
H 6.0126 2.7151 3.0897 0.60
H 4.2337 -0.1417 1.7381 0.11
H 4.9404 0.3362 3.3995 0.42
H 5.7280 0.5576 1.7821 0.45
H 5.8749 5.2276 3.8746 0.29
H 4.6383 6.1560 3.7163 0.32
C -1.9492 4.3944 -2.9422 -1.19
C -1.5562 5.0576 -4.2416 1.45
C -2.7977 5.2059 -5.1341 -1.14
O -3.3502 4.0004 -5.5774 -0.15
C -4.6466 4.1280 -6.1166 -0.92
N -1.0476 6.3570 -3.7782 -0.74
H -2.9465 4.6708 -2.6002 0.42
H -1.2421 4.5532 -2.1280 0.59
H -2.0555 3.3201 -3.0922 -0.17
H -0.8128 4.4183 -4.7179 -0.53
H -2.6292 5.8093 -6.0261 0.39
H -3.5647 5.6847 -4.5253 0.41
H -4.5080 4.4091 -7.1606 0.32
H -5.2214 4.7826 -5.4616 0.39
H -5.2324 3.2118 -6.1894 0.24
H -1.7564 6.7917 -3.2049 0.31
H -0.1511 6.2261 -3.3319 0.30
C -4.1524 4.1443 1.9056 -0.41
C -5.3784 4.7908 1.1380 0.52
C -5.6502 4.0098 -0.1304 1.64
O -6.5624 4.7947 -0.8766 -0.52
C -6.8646 4.2676 -2.1797 -0.37
N -6.4997 4.7993 2.0266 -0.54
H -3.2747 4.0807 1.2624 -0.08
H -4.2714 3.1599 2.3582 -0.25
H -3.9031 4.7765 2.7579 0.17
H -4.9927 5.7854 0.9142 0.26
H -6.0396 3.0315 0.1513 -0.87
H -4.7245 3.7282 -0.6321 -0.70
H -7.6162 4.8825 -2.6749 0.32
H -7.1429 3.2137 -2.1737 0.22
H -5.9561 4.3362 -2.7781 0.01
H -7.3185 5.1442 1.5463 0.24
H -6.3319 5.3581 2.8510 0.22
C -8.3765 -1.3590 -2.9886 -1.61
C -7.4419 -2.3788 -2.3889 0.30
C -6.0906 -1.7551 -2.1034 0.12
O -5.1978 -2.8269 -1.8058 -0.52
C -3.8312 -2.4405 -1.5306 0.74
N -8.1899 -2.7155 -1.2279 -0.62
H -7.8530 -0.8314 -3.7860 0.37
H -8.5427 -0.5738 -2.2510 0.32
H -9.3150 -1.8348 -3.2728 0.45
H -7.4884 -3.2853 -2.9923 0.35
H -6.1531 -0.9597 -1.3608 -0.12
H -5.7533 -1.2329 -2.9988 0.17
H -3.8495 -1.7725 -0.6694 -0.13
H -3.4016 -1.9455 -2.4015 -0.28
H -3.2512 -3.3477 -1.3614 0.09
H -7.8055 -3.5999 -0.9275 0.24
H -9.1277 -2.8991 -1.5549 0.24
C 4.7993 -7.0989 -0.8370 -1.65
C 3.3963 -6.6989 -1.2028 0.78
C 2.3534 -7.5830 -0.4556 -0.86
O 1.0476 -7.2648 -0.7745 -0.16
C 0.1596 -7.6355 0.2433 -0.68
N 3.2055 -5.3428 -0.8416 1.29
H 4.8727 -8.1859 -0.8056 0.48
H 5.0012 -6.8088 0.1941 0.27
H 5.5423 -6.7513 -1.5548 0.23
H 3.2492 -6.7637 -2.2808 -0.13
H 2.6339 -7.4291 0.5864 0.34
H 2.5771 -8.6334 -0.6421 0.43
H -0.8690 -7.4269 -0.0511 0.23
H 0.3463 -7.0914 1.1692 0.07
H 0.2850 -8.7118 0.3607 0.48
H 2.2398 -5.2196 -1.1107 -0.70
H 3.3157 -5.2963 0.1612 -0.67
C 4.5715 0.4232 -5.2983 -0.63
C 3.5991 -0.6412 -5.6491 0.39
C 4.1667 -1.9751 -6.2770 -0.49
O 4.5424 -1.7529 -7.6409 -0.46
C 5.1839 -2.8532 -8.1681 -0.77
N 2.8649 -1.0000 -4.4377 1.00
H 4.0935 1.3167 -4.8968 -0.27
H 5.0525 0.8059 -6.1985 0.52
H 5.2974 0.0183 -4.5931 -0.09
H 2.8534 -0.2851 -6.3599 0.23
H 3.4063 -2.7560 -6.2825 0.42
H 5.0618 -2.2335 -5.7112 0.23
H 4.3779 -3.3257 -8.7295 0.30
H 5.6086 -3.5283 -7.4252 0.26
H 5.9034 -2.4843 -8.8991 0.28
H 3.4469 -1.0301 -3.6128 -0.87
H 2.7009 -1.9942 -4.5065 -0.54
C -2.8344 -5.7511 4.7159 -1.69
C -1.4874 -5.7623 3.9806 0.47
C -1.4073 -4.7579 2.8602 -0.66
O -0.1758 -4.8942 2.1386 0.30
C -0.1536 -4.1814 0.9292 0.05
N -0.5605 -5.3511 5.0049 -0.78
H -3.6280 -6.1575 4.0888 0.42
H -3.0788 -4.7480 5.0653 0.28
H -2.8228 -6.3445 5.6301 0.43
H -1.3051 -6.7769 3.6264 0.38
H -1.5057 -3.7700 3.3102 -0.08
H -2.2714 -4.8919 2.2094 0.42
H 0.7366 -4.2521 0.3042 -0.70
H -0.3605 -3.1319 1.1386 -0.15
H -0.9324 -4.5065 0.2394 0.31
H 0.2818 -5.2178 4.4637 0.36
H -0.7999 -4.4099 5.2823 0.24
C -0.8435 -4.5347 -2.7725 -1.00
C 0.3369 -3.9965 -3.6192 2.70
C 1.1395 -5.0731 -4.3717 -1.03
O 2.1303 -4.5351 -5.2693 -0.29
C 3.1878 -5.4684 -5.4629 -0.55
N -0.2969 -3.1256 -4.5815 -0.49
H -0.5240 -5.2484 -2.0131 -0.07
H -1.5616 -5.0680 -3.3955 0.48
H -1.3964 -3.7605 -2.2406 -0.34
H 0.8958 -3.3707 -2.9234 -1.31
H 0.4462 -5.6115 -5.0179 0.48
H 1.5046 -5.8742 -3.7291 0.34
H 4.0420 -5.0778 -6.0159 0.12
H 2.8069 -6.3133 -6.0365 0.38
H 3.6073 -5.8934 -4.5510 0.10
H 0.4662 -2.5833 -4.9609 -0.13
H -0.6827 -3.7195 -5.3015 0.41
C -7.5760 0.4914 1.3435 -1.49
C -6.4831 0.6243 2.4098 0.11
C -5.0952 0.5566 1.7354 0.84
O -4.0442 0.6707 2.6583 -0.58
C -2.6998 0.4360 2.2009 0.93
N -6.7100 1.9174 3.1665 -0.85
H -8.4898 0.7602 1.8735 0.39
H -7.6096 -0.4639 0.8196 0.47
H -7.3771 1.1939 0.5342 0.05
H -6.6055 -0.1606 3.1562 0.49
H -4.9672 1.4107 1.0704 -0.90
H -5.0927 -0.3660 1.1549 0.48
H -2.5546 -0.5951 1.8786 0.25
H -2.1047 0.7052 3.0736 -0.71
H -2.3491 1.1031 1.4136 -0.23
H -5.7589 1.9665 3.5029 0.33
H -6.8401 2.7009 2.5425 0.35
C 3.1916 2.7175 -1.7457 -0.15
C 3.5691 3.4369 -3.0126 0.30
C 2.4654 3.4268 -4.0789 0.05
O 3.0366 3.6790 -5.3724 -0.49
C 2.2412 3.1501 -6.4469 0.06
N 4.0793 4.7951 -2.6621 -0.79
H 3.9755 2.7302 -0.9885 0.32
H 2.9035 1.6951 -1.9904 -0.29
H 2.3027 3.1319 -1.2700 -0.16
H 4.4992 3.0181 -3.3969 0.13
H 1.7224 4.1857 -3.8338 0.52
H 1.8360 2.5371 -4.0974 -0.25
H 1.2162 3.4901 -6.2988 0.05
H 2.3394 2.0649 -6.4173 -0.22
H 2.5298 3.5068 -7.4356 0.34
H 3.3140 5.1562 -2.1108 0.31
H 4.0301 5.3211 -3.5230 0.35
C 2.6660 -3.7993 3.8635 -1.19
C 3.1621 -4.1123 2.4486 2.40
C 4.6993 -4.0575 2.2709 -0.77
O 5.1887 -2.7078 2.5134 -0.13
C 6.5831 -2.6102 2.3776 -0.86
N 2.5192 -5.4196 2.1355 0.01
H 3.0889 -4.4045 4.6654 0.32
H 1.5795 -3.8725 3.9098 -0.06
H 2.8761 -2.7642 4.1325 0.37
H 2.8382 -3.3899 1.6994 -1.36
H 5.0206 -4.2672 1.2506 0.00
H 5.1193 -4.7951 2.9547 0.56
H 7.1588 -3.1334 3.1411 0.29
H 6.8703 -1.5686 2.5211 0.19
H 6.8221 -2.9200 1.3602 0.37
H 2.8855 -6.1389 2.7425 0.41
H 1.5440 -5.3226 2.3799 -0.32
C -2.1090 -2.5397 8.2171 -1.20
C -0.6323 -2.5232 7.9677 0.39
C -0.1999 -1.7143 6.7652 -0.88
O -0.5457 -2.3044 5.5403 0.02
C -0.2075 -1.4240 4.4750 0.55
N -0.0639 -1.8568 9.1355 -0.73
H -2.5190 -3.0061 7.3213 0.16
H -2.4892 -1.5184 8.2413 0.31
H -2.2722 -3.1659 9.0942 0.45
H -0.1679 -3.4920 7.7840 0.41
H 0.8600 -1.4632 6.8056 0.42
H -0.5179 -0.6772 6.8717 0.14
H -0.3628 -2.0514 3.5973 -1.10
H 0.8292 -1.0888 4.5071 0.19
H -0.8857 -0.5771 4.3702 0.42
H 0.9399 -1.8251 9.0277 0.23
H -0.2415 -2.4153 9.9580 0.27
C 5.4331 -1.7471 -0.8223 -0.69
C 5.3465 -2.4366 -2.2165 2.69
C 6.3924 -3.5712 -2.4253 -0.89
O 7.7332 -3.1138 -2.4577 -0.46
C 8.1211 -2.4097 -3.6350 -0.55
N 3.9603 -2.9128 -2.3476 1.69
H 6.3887 -1.2843 -0.5760 0.79
H 5.2236 -2.4497 -0.0157 -0.39
H 4.7028 -0.9422 -0.7386 -0.25
H 5.3705 -1.6689 -2.9899 -1.39
H 6.2282 -4.1065 -3.3605 0.49
H 6.3067 -4.3329 -1.6504 -0.03
H 9.1698 -2.1246 -3.7191 0.33
H 7.5422 -1.5221 -3.8903 0.13
H 8.0227 -3.1863 -4.3935 0.28
H 3.9399 -3.6535 -3.0339 -0.35
H 3.7074 -3.4681 -1.5428 -1.00
C -3.4233 9.1837 3.4296 -1.47
C -2.7098 8.1061 4.2572 0.88
C -1.1669 7.9057 3.9130 -0.76
O -0.9697 7.3124 2.6485 -0.44
C 0.2374 6.5413 2.5427 -0.52
N -2.8767 8.4550 5.6374 -0.71
H -3.5567 8.7449 2.4408 0.30
H -2.8686 10.1219 3.4461 0.33
H -4.4328 9.3701 3.7962 0.39
H -3.2696 7.1851 4.0944 -0.18
H -0.6775 7.3122 4.6852 0.43
H -0.7019 8.8889 3.9848 0.42
H 0.3797 6.2599 1.4993 0.34
H 0.1342 5.6626 3.1793 0.00
H 1.1247 7.1249 2.7880 0.43
H -2.0610 9.0483 5.6909 0.31
H -2.7912 7.6248 6.2063 0.29
C 1.6464 -1.4822 -0.5479 0.17
C 0.5298 -0.6930 0.1672 1.38
C 0.7707 0.8668 0.1704 -0.49
O -0.3536 1.6673 0.7329 1.10
C -0.3537 3.0592 0.4857 0.33
N -0.7150 -0.9725 -0.4991 1.15
H 1.2820 -2.4474 -0.8995 -0.73
H 2.5057 -1.6284 0.1066 0.19
H 2.0942 -0.9420 -1.3820 0.16
H 0.4498 -0.9599 1.2210 -0.57
H 0.8505 1.1578 -0.8770 -0.78
H 1.6620 1.0109 0.7811 0.43
H 0.6502 3.4038 0.7336 0.11
H -1.0622 3.6411 1.0753 -0.40
H -0.5425 3.2353 -0.5733 -0.59
H -1.3370 -0.2245 -0.2276 -0.48
H -0.5512 -0.8951 -1.4927 -0.80
```

## Properties
LUMO level: 0.518 eV


Among the structures shown above, w) is the most stable, with the second-best lying 52.6 kJ/mol higher.